Record 1
The following is a DFT calculation (wB97M-V/def2-TZVPD) of C53H57Co2N2O6 as an isolated structure in a non-equilibrium geometry.

Cartesian coordinates (Å):
1 C 1.0550 -1.3309 -2.4995
2 C 1.2735 -2.7112 -1.9073
3 C 0.6393 -3.6112 -2.9819
4 C 2.7757 -2.9901 -1.8896
5 C 0.7669 -3.0762 -0.4347
6 C 0.2417 -4.3726 -0.3628
7 C 0.0128 -5.0293 0.8445
8 C 0.4975 -4.4682 2.0158
9 C 1.1200 -3.2129 2.0406
10 C 1.7381 -2.8812 3.4340
11 C 2.5580 -1.6047 3.5584
12 C 2.6682 -4.0508 3.8225
13 C 0.6108 -2.8323 4.4762
14 C 0.9892 -2.3932 0.8727
15 N 0.3958 -1.1058 1.1441
16 C -1.0105 -1.2093 1.5016
17 C -1.4009 -0.9493 -0.8237
18 C -2.5083 -0.5605 -1.7728
19 C -2.5285 0.7145 -2.3663
20 C -3.7170 1.1868 -2.9361
21 C -4.7995 0.3121 -3.0962
22 C -4.6706 -1.0384 -2.7467
23 C -3.4741 -1.4947 -2.1813
24 N -1.4393 0.1373 1.7435
25 C -2.8044 0.5082 1.5309
26 C -3.7228 -0.5561 1.3960
27 C -3.2135 -1.9491 1.1055
28 C -4.2140 -2.8493 0.3628
29 C -3.0602 -2.6506 2.4811
30 C -1.8400 -1.8280 0.4164
31 C -5.0769 -0.3743 1.6950
32 C -5.5446 0.8833 2.0581
33 C -4.6752 1.9661 1.9748
34 C -3.3630 1.8300 1.5164
35 C -2.7483 3.1008 0.8730
36 C -3.7700 3.7137 -0.0982
37 C -1.5032 2.7858 0.0551
38 C -2.4274 4.1083 1.9725
39 C -0.2962 0.8260 2.1144
40 C 0.7915 0.0475 1.8185
41 H 1.1720 -0.3844 -1.6979
42 H 1.8190 -1.1356 -3.2621
43 H 0.0754 -1.1753 -2.9653
44 H 0.9972 -4.6384 -2.9017
45 H -0.4562 -3.6002 -2.9467
46 H 0.9338 -3.2433 -3.9735
47 H 2.9458 -4.0681 -1.9606
48 H 3.2659 -2.5061 -2.7385
49 H 3.2363 -2.6242 -0.9694
50 H -0.0331 -4.9276 -1.2636
51 H -0.4843 -6.0025 0.8420
52 H 0.3944 -5.0692 2.9247
53 H 1.9532 -0.7204 3.7714
54 H 3.2240 -1.7110 4.4251
55 H 3.1903 -1.4150 2.6886
56 H 2.1282 -4.9994 3.9018
57 H 3.4620 -4.1744 3.0769
58 H 3.1421 -3.8681 4.7969
59 H 0.0331 -3.7631 4.4936
60 H 1.0268 -2.6821 5.4817
61 H -0.0870 -2.0098 4.2777
62 H -0.8330 -0.0730 -0.5311
63 H -1.6255 1.3358 -2.3735
64 H -3.7775 2.2267 -3.2737
65 H -5.7449 0.6814 -3.4990
66 H -5.4921 -1.7400 -2.9199
67 H -3.2924 -2.5632 -2.0161
68 H -4.7547 -2.3280 -0.4348
69 H -3.6836 -3.7206 -0.0527
70 H -4.9713 -3.2383 1.0608
71 H -2.6838 -1.9763 3.2621
72 H -4.0466 -2.9801 2.8395
73 H -2.4206 -3.5397 2.4053
74 H -0.9943 -1.7798 2.4434
75 H -1.4566 -2.8418 0.2742
76 H -0.6856 -1.5936 -1.3319
77 H -5.7501 -1.2362 1.6692
78 H -6.5810 1.0168 2.3640
79 H -5.0527 2.9600 2.1961
80 H -4.6771 4.0488 0.4148
81 H -3.3259 4.5839 -0.5906
82 H -4.0520 2.9884 -0.8725
83 H -0.6062 2.7060 0.6793
84 H -1.6444 1.8474 -0.4920
85 H -1.3486 3.5725 -0.6902
86 H -1.7610 3.6683 2.7248
87 H -1.9285 4.9785 1.5340
88 H -3.3431 4.4430 2.4722
89 H -0.3611 1.7788 2.6464
90 H 1.8128 0.4019 1.7869
91 O 0.2414 5.9940 -0.6420
92 C 0.8533 5.0327 -0.8382
93 Co 1.7652 3.5266 -0.9853
94 C 2.0865 3.5837 0.7625
95 O 2.3011 3.7291 1.8897
96 C 0.8959 3.0559 -2.6314
97 O -0.1531 3.1317 -3.1588
98 C 3.3234 2.4530 -1.1382
99 C 4.6661 3.0551 -0.9362
100 C 4.8385 4.4629 -0.8826
101 C 6.1136 5.0308 -0.9569
102 C 7.2441 4.2174 -1.0268
103 C 7.0949 2.8285 -1.0003
104 C 5.8210 2.2537 -0.9598
105 C 2.6037 1.3270 -1.3839
106 C 1.6434 0.3820 -0.8280
107 Co 2.6468 2.2805 -2.9125
108 C 3.0148 3.8386 -3.6721
109 O 3.2413 4.7843 -4.2820
110 C 4.1952 1.8690 -3.7350
111 O 5.1719 1.6393 -4.3223
112 C 2.1115 1.1960 -4.2611
113 O 1.9356 0.5481 -5.2058
114 H 3.9716 5.1371 -0.8192
115 H 6.2205 6.1171 -0.9662
116 H 8.2340 4.6580 -1.1120
117 H 7.9757 2.1818 -1.0289
118 H 5.7010 1.1691 -0.9561
119 H 2.1822 -0.3104 -0.1662
120 H 0.8760 0.9277 -0.2676

Its charge is -1. The calculation puts the LUMO energy at 2.3519 eV. As for the HOMO energy: -1.99 eV. For the total energy, the calculation gives -5379.8776 hartree. For the orbital gap, the calculation gives 4.338 eV. The calculation puts the largest force on an atom at 6.46 eV Å⁻¹. The value obtained for the energy relative to the best compared isomer or geometry (same formula, charge and spin) is 721.84 kJ/mol.

Atom charges from the Mulliken analysis, given in e for atoms 1 to 4:
1. C -2.18
2. C 3.44
3. C -2.39
4. C -1.97

***

Record 2
The following is a DFT calculation (wB97M-V/def2-TZVPD) of C19H44CrNO2P2S as an isolated structure in a non-equilibrium geometry.

Cartesian coordinates (Å):
1 Cr 0.2137 -0.0654 -0.0337
2 P -0.9855 -0.4328 -1.9522
3 P 1.5902 -0.1917 1.9036
4 N -0.2488 -2.0415 0.4107
5 C -1.9262 -1.9131 -1.4167
6 H -2.9998 -1.6655 -1.4234
7 H -1.7770 -2.6964 -2.1715
8 C -1.5649 -2.4772 -0.0343
9 H -2.2880 -2.1436 0.7393
10 H -1.6117 -3.5844 -0.0306
11 C 0.2468 -2.6343 1.6901
12 H 1.1230 -3.2827 1.4816
13 H -0.5458 -3.2867 2.0773
14 C 0.5752 -1.5244 2.6775
15 H 1.1013 -1.9278 3.5455
16 H -0.3569 -1.0480 3.0257
17 C 1.7961 1.0001 3.3016
18 C 0.7498 2.1123 3.2256
19 H -0.2737 1.7255 3.3029
20 H 0.8461 2.6815 2.2890
21 H 0.9121 2.8107 4.0586
22 C 3.2176 -1.0102 1.6387
23 C 4.2049 -0.0956 0.8960
24 H 4.8605 -0.7201 0.2726
25 H 4.8393 0.4654 1.5931
26 H 3.7030 0.6198 0.2289
27 C -0.0798 -0.8914 -3.4871
28 C 0.4701 0.3299 -4.2380
29 H 1.1911 -0.0207 -4.9914
30 H 0.9976 1.0256 -3.5746
31 H -0.3217 0.8720 -4.7744
32 C -2.2610 0.8323 -2.3795
33 C -1.6477 2.2173 -2.6154
34 H -2.4117 2.9813 -2.4074
35 H -1.3296 2.3417 -3.6584
36 H -0.7836 2.4288 -1.9689
37 C 1.0700 1.5251 -0.4857
38 C 3.7971 -1.5975 2.9432
39 H 3.2001 -1.3750 3.8397
40 H 3.8542 -2.6922 2.8582
41 H 4.8186 -1.2356 3.1157
42 C -0.8546 -1.8488 -4.4164
43 H -0.6243 -1.6202 -5.4673
44 H -0.5451 -2.8844 -4.2349
45 H -1.9439 -1.7909 -4.2938
46 C -3.1854 0.4123 -3.5244
47 H -3.9705 1.1750 -3.6319
48 H -2.6556 0.3478 -4.4844
49 H -3.6887 -0.5442 -3.3315
50 C 3.1923 1.6057 3.4583
51 H 3.5107 2.1218 2.5434
52 H 3.1494 2.3531 4.2617
53 H 3.9518 0.8702 3.7387
54 H 1.5731 0.3815 4.1896
55 H -2.8694 0.8798 -1.4564
56 H 2.9675 -1.8447 0.9617
57 H 0.7852 -1.4424 -3.0785
58 O 1.6421 2.5281 -0.7298
59 H 0.5348 -2.1548 -0.3625
60 H 1.2611 -1.0858 -0.8470
61 C -3.9568 0.9678 0.9055
62 S -2.1522 0.9208 1.1719
63 C -1.8317 2.6869 0.9968
64 O -2.0162 0.5535 2.6250
65 H -4.2277 1.4281 -0.0523
66 H -4.3754 1.5408 1.7454
67 H -4.3287 -0.0630 0.9458
68 H -2.5943 3.1278 0.3417
69 H -0.8375 2.8370 0.5534
70 H -1.8753 3.1257 2.0002

Its charge is +2. The spin multiplicity is 4. The calculation puts the LUMO energy (spin up / spin down) at -7.1745 / -7.8065 eV. As for the HOMO energy (spin up / spin down): -15.68 / -15.77 eV. For the total energy, the calculation gives -3080.3350 hartree. For the orbital gap (spin up / spin down), the calculation gives 8.502 / 7.959 eV. The calculation puts the largest force on an atom at 8.74 eV Å⁻¹. The value obtained for the energy relative to the best compared isomer or geometry (same formula, charge and spin) is 37.03 kJ/mol.

Atom charges from the natural (NBO) analysis, given in e for atoms 1 to 4:
1. Cr 0.48
2. P 1.05
3. P 1.02
4. N -0.69

***

Record 3
The following is a DFT calculation (wB97M-V/def2-TZVPD) of C3H7NO in the gas phase in a non-equilibrium geometry.

Cartesian coordinates (Å):
1 C 1.6859 -0.7465 0.0257
2 N 0.3738 0.0498 -0.1651
3 C 0.2466 1.4918 0.0436
4 C -0.7774 -0.6893 0.0186
5 O -1.9337 -0.2538 0.0065
6 H 1.6949 -1.6668 -0.6624
7 H 2.4484 0.0898 -0.2399
8 H 1.7772 -0.9890 1.1378
9 H -0.2441 2.0286 -0.8530
10 H -0.3781 1.7412 0.9048
11 H 1.2818 1.8982 0.1583
12 H -0.6572 -1.7559 0.1311

The calculation puts the LUMO energy at 0.8061 eV. As for the HOMO energy: -9.39 eV. For the total energy, the calculation gives -248.4746 hartree. Its SMILES is CN(C)C=O. For the orbital gap, the calculation gives 10.199 eV. The calculation puts the largest force on an atom at 2.42 eV Å⁻¹. The value obtained for the energy relative to the best compared isomer or geometry (same formula, charge and spin) is 136.20 kJ/mol.

Atom charges from the natural (NBO) analysis, given in e for atoms 1 to 4:
1. C -0.42
2. N -0.45
3. C -0.42
4. C 0.52

***

Record 4
The following is a DFT calculation (wB97M-V/def2-TZVPD) of C20H28MgO12S4 as an isolated structure in a non-equilibrium geometry.

Cartesian coordinates (Å):
1 Mg 22.3793 -2.1183 -30.9392
2 C 25.8742 -3.1672 -29.4734
3 C 25.3668 -2.2583 -30.4233
4 C 26.4696 -1.6102 -31.4405
5 O 26.1007 -0.6456 -32.2153
6 C 27.7114 -2.2760 -31.5989
7 C 28.0815 -3.2675 -30.7577
8 C 27.1396 -3.6567 -29.6109
9 O 27.6128 -4.3316 -28.6462
10 O 29.2772 -3.7080 -31.0042
11 O 24.1962 -1.9356 -30.4636
12 H 25.1552 -3.4996 -28.7393
13 H 28.3383 -1.9412 -32.4121
14 C 18.3043 -0.4256 -33.8508
15 C 16.9863 -0.5659 -33.1100
16 C 16.9018 -1.4650 -31.7755
17 O 15.8297 -1.8289 -31.3994
18 C 18.2257 -2.0348 -31.3520
19 C 19.3253 -1.9987 -32.1611
20 C 19.3871 -1.1397 -33.4595
21 O 20.4118 -1.1878 -34.3451
22 O 20.3411 -2.4632 -31.5357
23 O 16.0435 0.2861 -33.3193
24 H 18.2138 0.1976 -34.7282
25 H 18.0952 -2.6818 -30.4972
26 C 20.7619 -5.7332 -29.6332
27 S 22.3807 -5.3454 -30.4592
28 O 22.4059 -3.8587 -30.3234
29 C 23.4561 -6.0247 -29.0538
30 H 19.9311 -5.2236 -30.1214
31 H 20.6404 -5.5852 -28.5601
32 H 20.7556 -6.8034 -29.8397
33 H 23.3982 -7.1131 -29.0416
34 H 23.0473 -5.5632 -28.1550
35 H 24.5082 -5.7446 -29.1070
36 C 21.1974 1.9194 -32.5776
37 S 22.0996 1.3662 -31.1198
38 O 22.3496 -0.1740 -31.1869
39 C 23.6748 2.2016 -31.6071
40 H 20.2011 1.5068 -32.4186
41 H 21.5691 1.5437 -33.5309
42 H 21.1794 3.0070 -32.6484
43 H 23.8042 3.1693 -31.1224
44 H 23.5916 2.5651 -32.6314
45 H 24.6444 1.7307 -31.4447
46 C 21.2786 -2.6883 -26.9410
47 S 21.3339 -1.1419 -27.8379
48 O 21.7613 -1.6424 -29.2044
49 C 19.4613 -0.9905 -28.1113
50 H 22.1364 -2.8144 -26.2804
51 H 21.3482 -3.5364 -27.6222
52 H 20.3659 -2.5565 -26.3598
53 H 19.1077 -1.7546 -28.8036
54 H 19.1884 -0.0908 -28.6629
55 H 18.8698 -0.9755 -27.1959
56 C 21.9945 -4.8900 -34.4384
57 S 23.0928 -3.4697 -33.9734
58 O 22.8355 -3.0809 -32.5220
59 C 24.7596 -4.2735 -34.1181
60 H 22.2047 -5.7919 -33.8634
61 H 21.9695 -5.1231 -35.5029
62 H 21.0054 -4.7031 -34.0203
63 H 25.4353 -3.7548 -33.4380
64 H 25.0508 -4.4898 -35.1460
65 H 24.4792 -5.1229 -33.4952

Its charge is -2. The calculation puts the LUMO energy at 3.4180 eV. As for the HOMO energy: -1.39 eV. For the total energy, the calculation gives -3474.4864 hartree. For the orbital gap, the calculation gives 4.806 eV. The calculation puts the largest force on an atom at 5.51 eV Å⁻¹.

Atom charges from the natural (NBO) analysis, given in e for atoms 1 to 4:
1. Mg 1.76
2. C -0.54
3. C 0.48
4. C 0.40

***

no.,M (g mol⁻¹)
1,935.913
2,464.577
3,73.095
4,613.005